ORCA calculation (wB97M-V/def2-TZVPD) on a cluster of 11 separate species, C60H112F2O27 in total at a distorted geometry.

Each atom is followed by the atoms it is bonded to, with distances in Å.
CARTESIAN COORDINATES (ANGSTROEM)
1 C -20.9379 -3.2242 16.5446  C2 1.537, H8 1.060, H9 1.143, H10 1.053
2 C -20.3275 -3.4577 17.9354  C1 1.537, C3 1.487, O7 1.395, H11 1.115
3 C -19.0672 -2.6925 18.1314  C2 1.487, O4 1.466, H12 1.121, H13 1.077
4 O -19.1371 -2.5029 19.5836  C3 1.466, C5 1.349
5 C -20.4498 -2.4111 19.8782  O4 1.349, O6 1.204, O7 1.365
6 O -20.9157 -1.9419 20.8850  C5 1.204
7 O -21.2083 -2.8537 18.8328  C2 1.395, C5 1.365
8 H -20.4049 -3.5781 15.6996  C1 1.060
9 H -21.1678 -2.1298 16.3093  C1 1.143
10 H -21.8920 -3.6589 16.4426  C1 1.053
11 H -20.2360 -4.5180 18.2668  C2 1.115
12 H -19.1000 -1.6928 17.6246  C3 1.121
13 H -18.1697 -3.2522 17.9299  C3 1.077
14 C -26.0786 -3.3448 20.8881  C15 1.492, H21 1.074, H22 1.115, H23 1.148
15 C -24.6339 -3.0686 20.6404  C14 1.492, C16 1.487, O20 1.480, H24 1.091
16 C -23.6455 -3.9351 21.3363  C15 1.487, O17 1.421, H25 1.094, H26 1.075
17 O -23.2310 -4.8909 20.3694  C16 1.421, C18 1.349
18 C -23.5828 -4.4747 19.1355  O17 1.349, O19 1.186, O20 1.361
19 O -23.3128 -4.9354 18.0764  C18 1.186
20 O -24.4177 -3.4023 19.2147  C15 1.480, C18 1.361
21 H -26.7506 -2.8533 20.2090  C14 1.074
22 H -26.3683 -3.1395 21.9454  C14 1.115
23 H -26.3119 -4.4553 20.7149  C14 1.148
24 H -24.3872 -2.0115 20.7543  C15 1.091
25 H -24.1639 -4.4847 22.1273  C16 1.094
26 H -22.8014 -3.3531 21.6578  C16 1.075
27 C -27.0614 -2.2793 16.3694  C28 1.520, H34 1.127, H35 1.076, H36 1.072
28 C -27.0565 -1.8126 14.9227  C27 1.520, C29 1.490, O33 1.436, H37 1.082
29 C -26.6530 -2.7543 13.8406  C28 1.490, O30 1.465, H38 1.045, H39 1.115
30 O -27.6180 -2.4744 12.7740  C29 1.465, C31 1.337
31 C -28.5941 -1.7039 13.2662  O30 1.337, O32 1.199, O33 1.324
32 O -29.5820 -1.3224 12.7035  C31 1.199
33 O -28.3268 -1.2955 14.4973  C28 1.436, C31 1.324
34 H -27.8273 -3.0884 16.5396  C27 1.127
35 H -27.3493 -1.5036 17.0565  C27 1.076
36 H -26.0987 -2.6527 16.6584  C27 1.072
37 H -26.3899 -0.9643 14.8362  C28 1.082
38 H -26.7768 -3.7585 14.1007  C29 1.045
39 H -25.5957 -2.5110 13.5854  C29 1.115
40 C -24.8325 -4.9160 15.6581  O41 1.416, H49 1.123, H50 1.113, H51 1.084
41 O -24.2812 -3.7111 15.1574  C40 1.416, C42 1.435
42 C -23.4323 -3.9231 14.0196  O41 1.435, C43 1.545, H52 1.103, H53 1.091
43 C -22.7439 -2.5890 13.6539  C42 1.545, O44 1.408, H54 1.092, H55 1.089
44 O -23.7439 -1.9331 12.9116  C43 1.408, C45 1.420
45 C -23.4127 -0.5884 12.5997  O44 1.420, C46 1.466, H56 1.110, H57 1.103
46 C -24.5809 0.0322 11.9667  C45 1.466, O47 1.416, H58 1.066, H59 1.133
47 O -25.6169 0.3532 12.8765  C46 1.416, C48 1.420
48 C -26.6476 1.1844 12.3639  O47 1.420, H60 1.097, H61 1.072, H62 1.131
49 H -24.0700 -5.6395 16.0526  C40 1.123
50 H -25.3996 -5.5125 14.9092  C40 1.113
51 H -25.4766 -4.6323 16.4826  C40 1.084
52 H -24.0670 -4.2840 13.1934  C42 1.103
53 H -22.7254 -4.7258 14.2369  C42 1.091
54 H -21.7755 -2.6862 13.1587  C43 1.092
55 H -22.6105 -2.0297 14.5782  C43 1.089
56 H -22.5665 -0.7016 11.8910  C45 1.110
57 H -23.1087 -0.0025 13.4833  C45 1.103
58 H -24.9498 -0.5250 11.1357  C46 1.066
59 H -24.1120 0.9910 11.5881  C46 1.133
60 H -26.3597 2.2089 12.0971  C48 1.097
61 H -27.4587 1.1622 13.0640  C48 1.072
62 H -27.1198 0.7440 11.4348  C48 1.131
63 C -18.2550 4.2308 20.5009  O64 1.400, H72 1.117, H73 1.104, H74 1.109
64 O -18.8322 3.1526 19.8191  C63 1.400, C65 1.404
65 C -19.1216 2.0308 20.6125  O64 1.404, C66 1.500, H75 1.094, H76 1.083
66 C -19.0141 0.7419 19.8537  C65 1.500, O67 1.398, H77 1.107, H78 1.136
67 O -17.8087 0.2691 19.3262  C66 1.398, C68 1.403
68 C -16.9346 -0.3670 20.2204  O67 1.403, C69 1.533, H79 1.104, H80 1.130
69 C -15.6422 0.4482 20.3379  C68 1.533, O70 1.465, H81 1.091, H82 1.103
70 O -15.5831 1.5340 21.3191  C69 1.465, C71 1.439
71 C -15.1736 1.0893 22.6248  O70 1.439, H83 1.101, H84 1.117, H85 1.059
72 H -19.0248 5.0347 20.5975  C63 1.117
73 H -17.4229 4.6860 19.9361  C63 1.104
74 H -17.8037 3.9991 21.4873  C63 1.109
75 H -20.1584 2.0888 20.9558  C65 1.094
76 H -18.4369 2.0124 21.4512  C65 1.083
77 H -19.7317 0.8093 19.0138  C66 1.107
78 H -19.4575 -0.0845 20.4950  C66 1.136
79 H -16.6263 -1.3430 19.8055  C68 1.104
80 H -17.3988 -0.5631 21.2319  C68 1.130
81 H -15.4990 1.0147 19.4162  C69 1.091
82 H -14.7730 -0.2026 20.5297  C69 1.103
83 H -14.2458 0.4991 22.5741  C71 1.101
84 H -16.0618 0.5503 23.0336  C71 1.117
85 H -14.9316 1.9725 23.1573  C71 1.059
86 C -22.5099 5.2303 16.3223  O87 1.397, H95 1.072, H96 1.095, H97 1.083
87 O -23.3534 4.8222 15.2858  C86 1.397, C88 1.405
88 C -22.6679 4.0421 14.3397  O87 1.405, C89 1.546, H98 1.128, H99 1.153
89 C -23.6311 3.4059 13.3108  C88 1.546, O90 1.382, H100 1.122, H101 1.117
90 O -23.8401 4.1532 12.1674  C89 1.382, C91 1.433
91 C -24.7685 5.2116 12.4340  O90 1.433, C92 1.538, H102 1.101, H103 1.069
92 C -24.0874 6.5588 12.7285  C91 1.538, O93 1.408, H104 1.081, H105 1.077
93 O -25.0324 7.5568 12.4213  C92 1.408, C94 1.440
94 C -24.4236 8.8550 12.5509  O93 1.440, H106 1.129, H107 1.134, H108 1.108
95 H -21.6515 5.7477 15.9424  C86 1.072
96 H -22.1195 4.4016 16.9231  C86 1.095
97 H -23.0371 5.8396 17.0465  C86 1.083
98 H -22.1473 3.2357 14.9317  C88 1.128
99 H -21.8657 4.6416 13.7690  C88 1.153
100 H -24.5840 3.1763 13.8567  C89 1.122
101 H -23.1166 2.4372 13.0977  C89 1.117
102 H -25.4972 4.8715 13.1867  C91 1.101
103 H -25.3256 5.2331 11.5224  C91 1.069
104 H -23.2737 6.6350 12.0213  C92 1.081
105 H -23.6988 6.6732 13.7269  C92 1.077
106 H -23.5287 8.8541 11.8625  C94 1.129
107 H -24.1005 9.1841 13.5866  C94 1.134
108 H -25.1665 9.5940 12.1920  C94 1.108
109 C -26.2612 8.2466 16.2509  O110 1.440, H118 1.102, H119 1.099, H120 1.095
110 O -26.3820 6.9526 16.8718  C109 1.440, C111 1.419
111 C -26.3367 5.8892 15.9329  O110 1.419, C112 1.508, H121 1.125, H122 1.075
112 C -26.2481 4.5722 16.6618  C111 1.508, O113 1.391, H123 1.119, H124 1.088
113 O -27.5048 4.1385 17.0709  C112 1.391, C114 1.388
114 C -27.5645 2.8147 17.4836  O113 1.388, C115 1.541, H125 1.109, H126 1.115
115 C -28.9324 2.2170 17.1025  C114 1.541, O116 1.428, H127 1.069, H128 1.130
116 O -28.9994 0.9069 17.6664  C115 1.428, C117 1.443
117 C -30.2215 0.1673 17.4635  O116 1.443, H129 1.085, H130 1.115, H131 1.092
118 H -27.1039 8.4876 15.5835  C109 1.102
119 H -25.3567 8.2818 15.6279  C109 1.099
120 H -26.2676 8.9623 17.0791  C109 1.095
121 H -25.3416 6.0294 15.4280  C111 1.125
122 H -27.1789 6.0213 15.2780  C111 1.075
123 H -25.6269 4.8285 17.5561  C112 1.119
124 H -25.7814 3.8822 15.9613  C112 1.088
125 H -27.3676 2.7380 18.5718  C114 1.109
126 H -26.7650 2.1876 17.0238  C114 1.115
127 H -29.0965 2.2301 16.0461  C115 1.069
128 H -29.6937 2.9400 17.5198  C115 1.130
129 H -30.5946 0.2665 16.4492  C117 1.085
130 H -31.0339 0.5156 18.1424  C117 1.115
131 H -29.9722 -0.8747 17.6764  C117 1.092
132 C -21.9310 7.3512 20.0066  O133 1.464, H141 1.045, H142 1.104, H143 1.057
133 O -22.9837 7.4818 18.9974  C132 1.464, C134 1.410
134 C -24.2487 7.6649 19.5933  O133 1.410, C135 1.512, H144 1.095, H145 1.139
135 C -24.7051 6.6290 20.5953  C134 1.512, O136 1.399, H146 1.121, H147 1.103
136 O -24.6465 5.3659 19.9977  C135 1.399, C137 1.425
137 C -25.5548 4.4766 20.6420  O136 1.425, C138 1.501, H148 1.072, H149 1.108
138 C -24.9767 3.9144 21.9083  C137 1.501, O139 1.424, H150 1.113, H151 1.112
139 O -23.8797 3.0393 21.6690  C138 1.424, C140 1.452
140 C -23.0017 3.0976 22.8236  O139 1.452, H152 1.045, H153 1.068, H154 1.129
141 H -21.0650 7.6475 19.5033  C132 1.045
142 H -21.8110 6.3249 20.3960  C132 1.104
143 H -22.2387 7.9561 20.8164  C132 1.057
144 H -24.9695 7.7904 18.7791  C134 1.095
145 H -24.1738 8.6402 20.1759  C134 1.139
146 H -25.7214 6.9740 20.9194  C135 1.121
147 H -24.0732 6.6044 21.4990  C135 1.103
148 H -25.7623 3.6865 19.9482  C137 1.072
149 H -26.4902 5.0372 20.8378  C137 1.108
150 H -25.6725 3.3005 22.5225  C138 1.113
151 H -24.6535 4.7720 22.5376  C138 1.112
152 H -22.1852 2.5511 22.4685  C140 1.045
153 H -23.4968 2.6051 23.6310  C140 1.068
154 H -22.7540 4.1237 23.2234  C140 1.129
155 C -20.8688 -0.4552 24.2801  O156 1.431, H164 1.104, H165 1.098, H166 1.073
156 O -22.2566 -0.4445 24.6281  C155 1.431, C157 1.437
157 C -22.8190 -1.7553 24.4557  O156 1.437, C158 1.521, H167 1.063, H168 1.098
158 C -24.3377 -1.7588 24.5346  C157 1.521, O159 1.414, H169 1.131, H170 1.107
159 O -24.9145 -1.5049 23.2686  C158 1.414, C160 1.443
160 C -24.8992 -0.1161 22.8763  O159 1.443, C161 1.461, H171 1.142, H172 1.128
161 C -25.9979 0.1252 21.9440  C160 1.461, O162 1.459, H173 1.091, H174 1.086
162 O -25.5265 -0.1846 20.5988  C161 1.459, C163 1.421
163 C -26.5238 0.0284 19.6090  O162 1.421, H175 1.144, H176 1.106, H177 1.115
164 H -20.2240 -1.0476 24.9520  C155 1.104
165 H -20.4798 0.5710 24.3267  C155 1.098
166 H -20.7415 -0.7917 23.2687  C155 1.073
167 H -22.4607 -2.3105 25.2886  C157 1.063
168 H -22.5251 -2.0440 23.4377  C157 1.098
169 H -24.6792 -1.0163 25.3158  C158 1.131
170 H -24.5871 -2.7934 24.8374  C158 1.107
171 H -23.9178 0.1577 22.3611  C160 1.142
172 H -25.0316 0.5043 23.8089  C160 1.128
173 H -26.2883 1.1772 21.9555  C161 1.091
174 H -26.8258 -0.5304 22.1969  C161 1.086
175 H -26.1489 -0.2995 18.5786  C163 1.144
176 H -26.8292 1.0716 19.4054  C163 1.106
177 H -27.4355 -0.5313 19.9215  C163 1.115
178 F -20.6435 -0.4062 14.3495  C179 1.397
179 C -19.9337 0.6391 14.9464  F178 1.397, C180 1.398, C184 1.381
180 C -20.3161 1.1402 16.1939  C179 1.398, C181 1.347, H185 1.087
181 C -19.6850 2.2206 16.6925  C180 1.347, C182 1.413, H186 1.150
182 C -18.6168 2.8460 16.0109  C181 1.413, C183 1.396, H187 1.108
183 C -18.2094 2.3372 14.7761  C182 1.396, C184 1.442, H188 1.070
184 C -18.8844 1.1846 14.2333  C179 1.381, C183 1.442, H189 1.098
185 H -21.1252 0.7081 16.7778  C180 1.087
186 H -20.0222 2.6261 17.7147  C181 1.150
187 H -18.1320 3.7649 16.3953  C182 1.108
188 H -17.3756 2.6780 14.1985  C183 1.070
189 H -18.6880 0.8354 13.2107  C184 1.098
190 F -22.2680 0.5993 20.2035  C191 1.349
191 C -22.8261 0.6531 18.9764  F190 1.349, C192 1.394, C196 1.401
192 C -23.0582 -0.5695 18.3493  C191 1.394, C193 1.384, H197 1.083
193 C -23.7182 -0.5434 17.1327  C192 1.384, C194 1.368, H198 1.086
194 C -24.1248 0.6380 16.5758  C193 1.368, C195 1.395, H199 1.128
195 C -23.7791 1.8509 17.1717  C194 1.395, C196 1.413, H200 1.086
196 C -23.1426 1.9044 18.4316  C191 1.401, C195 1.413, H201 1.101
197 H -22.6712 -1.5093 18.7223  C192 1.083
198 H -23.8326 -1.4717 16.5800  C193 1.086
199 H -24.7103 0.6313 15.6120  C194 1.128
200 H -24.0184 2.7997 16.7015  C195 1.086
201 H -23.0416 2.8153 19.0418  C196 1.101

Calculated values
* HOMO energy: -8.93 eV
* LUMO: 0.5 eV
* strongest force on any atom: 0.0630 hartree/bohr
* E_tot: -4584.22253 Eh
* Kohn-Sham gap: 9.46 eV
* structure (SMILES): C[C@H]1COC(=O)O1.C[C@H]1COC(=O)O1.C[C@H]1COC(=O)O1.COCCOCCOC.COCCOCCOC.COCCOCCOC.COCCOCCOC.COCCOCCOC.COCCOCCOC.Fc1ccccc1.Fc1ccccc1